Record 1
116
Properties=species:S:1:pos:R:3 method="wB97M-V/def2-TZVPD" energy_ha=-6171.44173 total_charge=+2 s2=0.759 spin_multiplicity=2
I 1.660 -3.151 3.208
I 6.736 -0.140 2.159
Ru 0.277 -0.699 0.103
Se -0.277 -3.091 -0.436
S 2.545 -1.041 -0.813
P -3.316 -0.769 0.371
O 0.512 -0.356 2.087
O -1.909 -1.030 -0.174
N 2.438 -4.171 -0.321
N -0.345 0.367 -1.745
N 1.708 -2.043 -3.160
N 0.951 -5.475 0.551
N 1.069 1.459 0.074
N 2.847 -0.071 -3.296
C -5.348 -1.856 -1.218
C -2.450 2.600 2.449
C 3.923 0.910 1.864
C 2.172 -6.159 0.618
C -4.587 -2.589 3.779
C -0.306 -5.990 1.090
C 2.491 -7.420 1.103
C -5.223 0.265 -3.021
C -4.393 0.253 -1.915
C 1.145 -4.278 -0.012
C 3.384 -2.975 -4.764
C -4.758 2.770 1.779
C 1.858 -0.321 2.184
C -4.666 1.538 1.146
C 3.384 1.219 -2.830
C -0.419 1.700 -1.750
C 4.019 -1.374 2.590
C 4.572 1.645 -3.687
C 1.957 -2.490 -4.541
C -6.167 -1.846 -2.341
C -3.650 3.300 2.428
C -1.304 0.305 -3.928
C -0.933 2.396 -2.835
C 4.664 -0.204 2.218
C -1.376 1.691 -3.940
C 2.629 -1.422 2.575
C 2.321 -1.030 -2.555
C -3.965 -4.306 2.207
C -2.347 1.376 1.804
C -3.626 -3.339 1.278
C 4.453 -5.701 -0.051
C 3.815 -7.802 0.995
C 5.895 1.092 -3.151
C 3.532 -3.720 -6.087
C -3.457 0.842 1.144
C 1.666 1.934 1.343
C 2.540 0.843 1.864
C 0.110 2.374 -0.528
C -4.457 -0.806 -1.002
C -3.782 -1.982 1.592
C 6.394 1.865 -1.933
C -4.262 -1.612 2.847
C -4.448 -3.930 3.457
C 4.987 -4.060 -6.387
C -6.108 -0.788 -3.236
C 3.123 -5.320 0.072
C -0.796 -0.319 -2.809
C 4.780 -6.957 0.422
H 4.413 1.314 -4.719
H 2.849 -3.277 -0.594
H -0.696 2.561 0.180
H -1.768 2.217 -4.801
H -3.866 -5.357 1.960
H 1.704 -1.684 -5.237
H 2.583 1.961 -2.863
H 5.587 -3.153 -6.491
H 5.802 -7.304 0.342
H 2.940 -4.639 -6.048
H 5.771 0.033 -2.895
H 3.125 -3.108 -6.899
H -4.719 -4.689 4.181
H -0.716 -6.757 0.434
H 3.696 1.086 -1.797
H -4.384 -0.566 3.099
H -3.698 1.070 -1.746
H 4.081 -2.130 -4.744
H 3.663 -3.634 -3.935
H -5.415 -2.672 -0.510
H -5.195 1.098 -3.714
H -4.953 -2.301 4.757
H -0.116 -6.417 2.072
H 0.841 2.131 2.025
H 5.198 -5.049 -0.493
H -6.757 -0.779 -4.102
H -1.012 -5.171 1.184
H 6.646 1.144 -3.941
H 2.240 2.850 1.196
H 1.253 -3.299 -4.729
H -1.601 3.008 2.984
H -5.534 1.119 0.649
H -6.859 -2.662 -2.511
H 1.821 1.290 -0.588
H -5.692 3.315 1.767
H 6.614 2.901 -2.198
H 1.746 -8.076 1.536
H 4.610 2.735 -3.714
H -1.418 0.823 1.836
H -0.741 -1.395 -2.742
H 5.656 1.873 -1.123
H -0.974 3.478 -2.805
H -3.724 4.259 2.925
H 5.076 -4.626 -7.313
H 0.552 3.339 -0.789
H -3.239 -3.625 0.306
H 2.726 -0.148 -4.297
H 5.422 -4.662 -5.586
H 7.306 1.422 -1.532
H 4.590 -2.243 2.889
H 4.115 -8.777 1.358
H -1.645 -0.286 -4.768
H 4.423 1.832 1.590
H 1.294 -2.715 -2.522

=====

Record 2
23
Properties=species:S:1:pos:R:3 method="wB97M-V/def2-TZVPD" energy_ha=-645.87531 total_charge=0
O 1.078 1.297 1.478
O 0.329 -2.254 -0.154
O -0.461 0.422 0.067
N -2.282 0.175 2.117
N -0.039 0.677 1.419
C 0.821 0.402 -3.288
C 0.255 0.825 -2.155
C -0.444 0.862 3.675
C 0.524 0.073 -0.914
C -0.979 0.607 2.316
C 0.613 -1.426 -1.058
C 1.023 -1.867 -2.352
C 1.308 -1.005 -3.376
H 1.820 -1.238 -4.271
H 0.593 1.011 -4.180
H 0.260 0.034 3.895
H 1.525 0.205 -0.571
H -2.842 0.044 2.896
H -2.656 -0.232 1.229
H 0.272 1.703 3.617
H 1.198 -2.944 -2.600
H -0.507 1.710 -2.083
H -1.407 0.919 4.293

=====

Record 3
14
Properties=species:S:1:pos:R:3 method="wB97M-V/def2-TZVPD" smiles="C=CC=O.CB=O" energy_ha=-331.93837 total_charge=0
O -1.958 1.838 -0.341
O 0.146 -0.587 0.187
C -2.864 -0.672 0.068
C 1.973 1.002 0.235
C 0.710 0.394 0.638
C 2.744 0.703 -0.793
B -2.528 0.778 -0.209
H 0.294 0.843 1.486
H 3.555 1.176 -1.284
H -3.753 -0.862 0.710
H -2.054 -1.046 0.690
H 2.505 -0.209 -1.424
H -3.021 -1.327 -0.845
H 2.190 1.992 0.779

=====

Record 4
157
Properties=species:S:1:pos:R:3 method="wB97M-V/def2-TZVPD" energy_ha=-4084.75546 total_charge=-1
S 1.772 -0.794 0.789
S 7.661 -3.958 -3.166
P 9.331 -2.718 -0.892
F 1.265 -2.856 2.419
F 0.634 -4.686 0.136
F 2.525 -0.887 2.296
F 0.419 -0.209 1.610
F 2.324 0.767 0.672
F -0.302 -2.444 0.873
F 1.644 -3.277 -1.293
F 0.974 -0.565 -0.639
F 3.176 -1.288 0.078
O 5.895 -1.654 -4.984
N -0.169 9.272 3.390
N -1.766 2.337 -3.990
N 3.044 3.375 4.774
N 4.363 -0.625 -3.582
N -4.467 -5.368 2.801
N -8.193 -6.045 -4.726
C -2.704 3.288 -3.404
C -5.203 -4.403 0.552
C 4.060 3.137 3.754
C 1.248 2.153 3.532
C 5.732 -1.053 -3.886
C -1.054 7.107 4.282
C 9.372 -1.565 0.610
C -0.505 10.589 2.856
C -2.199 -4.757 1.783
C 5.584 -3.764 0.388
C -1.323 8.387 3.499
C -3.061 -5.718 2.602
C -10.606 -5.389 -4.833
C -6.614 -6.043 -2.711
C -5.311 -5.494 1.618
C 1.109 -2.518 1.056
C 4.132 4.122 2.585
C -2.174 0.945 -3.810
C -7.732 -4.883 -5.479
C 1.631 -3.649 0.064
C 6.974 -0.795 -2.895
C 1.662 3.396 4.310
C -9.437 -5.875 -3.985
C -6.086 -3.905 4.028
C 2.979 -4.363 0.555
C -7.160 -6.738 -3.959
C -7.464 -3.595 -4.700
C 4.231 -4.168 -0.414
C 6.896 -4.190 -0.420
C 3.280 5.886 5.198
C 1.047 8.674 2.849
C -2.224 0.398 -2.382
C 0.974 8.072 1.446
C 6.646 -1.667 -1.554
C -0.351 2.604 -3.755
C -1.013 10.664 1.415
C 0.125 2.667 -2.303
C -2.443 4.739 -3.791
C 10.401 -2.078 -2.315
C -4.647 -4.155 3.590
C 3.348 4.448 5.716
B 7.486 -3.071 -1.469
H -3.170 0.827 -4.252
H -6.084 -4.433 -0.095
H -1.978 6.528 4.368
H -2.725 3.216 -2.309
H -2.465 4.869 -4.877
H -1.460 11.648 1.234
H -2.999 -6.715 2.154
H 1.805 2.049 2.601
H -6.475 -4.746 4.608
H 1.002 3.461 5.183
H 7.698 -4.478 0.339
H -0.703 7.328 5.293
H -2.398 -4.847 0.716
H 11.462 -1.938 -1.888
H 10.091 -1.056 -2.721
H 4.150 6.136 4.591
H 3.146 4.398 2.206
H -10.800 -6.068 -5.667
H 8.587 -4.975 -2.896
H 3.753 -0.826 -4.393
H 1.047 8.839 0.675
H -9.729 -6.845 -3.567
H -6.129 -3.014 4.659
H -2.728 1.076 -1.691
H -0.202 10.552 0.696
H 6.636 -5.160 -0.979
H -6.749 -3.730 3.177
H -7.446 -2.746 -5.389
H 2.377 6.079 4.616
H 1.389 1.248 4.128
H 6.916 -1.008 -0.650
H -2.123 8.920 4.025
H -8.470 -4.664 -6.257
H -4.284 -3.266 3.060
H 6.956 0.324 -2.688
H 2.793 -5.493 0.630
H 0.189 2.220 3.269
H 1.090 3.179 -2.255
H -7.563 -7.711 -3.655
H 9.346 -0.479 0.244
H 4.684 3.669 1.757
H -1.525 0.300 -4.411
H -5.921 -5.242 -2.967
H -8.231 -3.389 -3.951
H -1.141 -5.000 1.927
H 4.666 5.032 2.860
H -3.713 3.042 -3.753
H -6.354 -5.550 1.945
H -6.493 -3.620 -4.205
H 3.954 -1.208 -2.829
H 0.251 1.864 -4.292
H 7.941 -1.100 -3.395
H 10.342 -1.746 1.182
H 4.111 -3.379 -1.217
H -11.511 -5.342 -4.220
H -6.052 -6.763 -2.106
H -5.129 -6.467 1.147
H -4.048 -4.241 4.503
H 5.045 3.081 4.229
H -1.723 8.117 2.514
H 1.856 9.412 2.874
H -0.095 3.552 -4.238
H 1.817 7.391 1.294
H 0.277 1.670 -1.888
H -6.829 -5.151 -6.039
H -3.218 5.379 -3.361
H -1.269 11.030 3.506
H -4.335 -4.553 -0.089
H 3.275 6.582 6.044
H -6.322 -6.980 -4.622
H -5.150 -3.400 0.981
H -2.599 -5.828 3.590
H 1.453 4.281 3.694
H 4.339 4.278 6.151
H 3.907 2.134 3.344
H -1.228 0.182 -1.998
H 10.505 -2.859 -3.144
H -2.334 -3.715 2.080
H 5.557 -4.426 1.335
H 5.570 -2.693 0.765
H -9.314 -5.193 -3.134
H -1.779 9.916 1.201
H -2.778 -0.547 -2.371
H -1.483 5.098 -3.415
H -0.565 3.212 -1.656
H -0.319 6.469 3.787
H 4.477 -5.185 -0.885
H -10.435 -4.386 -5.231
H 3.290 -4.042 1.604
H 5.512 -1.770 -1.536
H 2.656 4.361 6.561
H 1.381 7.893 3.538
H 8.519 -1.794 1.343
H 0.060 7.498 1.281
H -7.405 -5.637 -2.078
H 0.362 11.251 2.958